Molecular formula: C4H5AgMgO2
Method: DFT, wB97M-V/def2-TZVPD

## Properties
E = -652.542436 a.u.
Energy above the lowest of the compared OMol25 structures with the same formula, charge and spin = 19.01 kcal per mole
M = 217.26 g/mol
2S+1 = 2
Total charge = +1
<S²> = 0.753

Each line ends with the natural charge from an NBO analysis.
Geometry (Å):
H -0.06855 0.11945 -1.81652  0.11
C -0.56681 -0.30993 -0.78253  0.39
C -0.77700 0.66672 0.37377  -0.47
C 0.65520 1.05658 0.74947  -0.58
C 1.46413 -0.16771 0.37446  0.05
O 0.61031 -1.03827 -0.27649  -0.46
O -1.54747 -1.08936 -1.14994  -0.92
Ag -2.27043 -3.48090 -0.96314  0.93
Mg 3.44746 -0.62649 0.24257  0.92
H -1.28107 0.11237 1.18064  0.23
H -1.42076 1.49776 0.05606  0.25
H 0.81006 1.28951 1.81362  0.27
H 0.94493 1.97027 0.19803  0.28

Atoms 1-2, force components in eV/Å:
H -0.942 -0.031 2.339
C -1.144 0.751 -3.008